A cluster of 2 separate species, C4H11N3O2 in total, computed with ωB97M-V/def2-TZVPD.

Bonds (Å) are listed after each position.
Element x y z (Å)
1 H -2.285 -0.805 -2.383  N2 1.003
2 N -1.343 -0.693 -2.059  H1 1.003, C3 1.274
3 C -0.704 -1.562 -1.380  N2 1.274, N4 1.374, N5 1.397
4 N 0.291 -1.180 -0.513  C3 1.374, H7 1.012, H8 1.009
5 N -0.933 -2.927 -1.573  C3 1.397, C6 1.492, H9 1.017
6 C -0.409 -3.999 -0.677  N5 1.492, H10 1.102, H11 1.118, H12 1.109
7 H 0.861 -1.971 -0.242  N4 1.012
8 H 0.750 -0.286 -0.595  N4 1.009
9 H -1.920 -3.153 -1.663  N5 1.017
10 H 0.444 -4.464 -1.196  C6 1.102
11 H -1.327 -4.534 -0.325  C6 1.118
12 H -0.260 -3.675 0.373  C6 1.109
13 C 1.425 4.350 1.699  C14 1.476, H17 1.112, H18 1.100, H19 1.086
14 C 0.791 3.024 1.566  C13 1.476, O15 1.199, O16 1.370
15 O 0.990 1.949 2.057  C14 1.199
16 O -0.330 3.207 0.800  C14 1.370, H20 0.973
17 H 2.355 4.519 1.113  C13 1.112
18 H 1.705 4.550 2.743  C13 1.100
19 H 0.795 5.226 1.570  C13 1.086
20 H -0.896 2.423 0.685  O16 0.973

Values from the calculation:
Strongest force on any atom in hartree/bohr: 0.0568
Electronic energy in eV: -12890.8873
Energy above the lowest of the compared OMol25 structures with the same formula, charge and spin in kJ/mol: 187.4
SMILES: [H]/N=C(/N)NC.CC(=O)O
M in g/mol: 133.15
E_HOMO in eV: -8.5

***

The ion C5H10NO with charge +1, computed with ωB97M-V/def2-TZVPD.

Bonds (Å) are listed after each position.
Element x y z (Å)
1 C -1.574 1.308 -1.979  C2 1.339, H8 1.084, H9 1.078
2 C -0.485 0.699 -1.495  C1 1.339, C3 1.511, H10 1.083
3 C -0.338 0.484 -0.007  C2 1.511, C4 1.538, H11 1.095, H12 1.092
4 C 0.342 -0.822 0.437  C3 1.538, N5 1.515, C6 1.517, H13 1.088
5 N 0.175 -0.967 1.936  C4 1.515, H14 1.013, H15 0.990, H16 1.019
6 C 1.813 -0.649 0.112  C4 1.517, O7 1.197, H17 1.101
7 O 2.593 -0.386 0.981  C6 1.197
8 H -2.319 1.510 -1.217  C1 1.084
9 H -1.593 1.750 -2.962  C1 1.078
10 H 0.226 0.367 -2.242  C2 1.083
11 H 0.183 1.382 0.340  C3 1.095
12 H -1.338 0.562 0.425  C3 1.092
13 H -0.126 -1.669 -0.062  C4 1.088
14 H 0.847 -0.332 2.348  N5 1.013
15 H 0.325 -1.919 2.163  N5 0.990
16 H -0.759 -0.649 2.190  N5 1.019
17 H 2.029 -0.668 -0.967  C6 1.101

Values from the calculation:
Strongest force on any atom in hartree/bohr: 0.0433
Electronic energy in eV: -8876.5706
Energy above the lowest of the compared OMol25 structures with the same formula, charge and spin in kJ/mol: 193.9
SMILES: C=CC[C@H]([NH3+])C=O
Net charge: +1
M in g/mol: 100.14
E_HOMO in eV: -13.7

***

The ion C2H5N2O6S2 with charge -1, computed with ωB97M-V/def2-TZVPD.

Bonds (Å) are listed after each position.
Element x y z (Å)
1 C 1.710 0.490 -0.759  C2 1.529, N4 1.330, O6 1.225
2 C 2.632 1.486 -1.465  C1 1.529, H13 1.085, H14 1.088, H15 1.089
3 N -0.509 -1.778 -0.325  S11 1.662, H16 1.024, H17 1.013
4 N 0.490 0.517 -1.287  C1 1.330, S11 1.636
5 O -1.735 -0.327 3.362  S12 1.433
6 O 2.088 -0.217 0.168  C1 1.225
7 O -1.125 0.295 0.964  S11 1.563, S12 1.865
8 O -1.917 0.042 -1.331  S11 1.425
9 O -2.589 -1.697 1.551  S12 1.448
10 O -3.531 0.530 1.962  S12 1.426
11 S -0.779 -0.147 -0.495  N3 1.662, N4 1.636, O7 1.563, O8 1.425
12 S -2.435 -0.371 2.112  O5 1.433, O7 1.865, O9 1.448, O10 1.426
13 H 2.020 2.175 -2.038  C2 1.085
14 H 3.205 2.023 -0.711  C2 1.088
15 H 3.320 0.962 -2.127  C2 1.089
16 H -1.246 -2.087 0.315  N3 1.024
17 H 0.401 -1.898 0.105  N3 1.013

Values from the calculation:
Strongest force on any atom in hartree/bohr: 0.1305
Electronic energy in eV: -39087.4629
Spin multiplicity: 3
Net charge: -1
M in g/mol: 217.20
E_HOMO (alpha / beta) in eV: -1.6 / -6.7

***

An isolated molecule of C2BrClFN, computed with ωB97M-V/def2-TZVPD.

Bonds (Å) are listed after each position.
Element x y z (Å)
1 N -0.442 -2.363 -0.202  C2 1.130
2 C -0.320 -1.241 -0.124  N1 1.130, C3 1.816
3 C 0.103 0.523 -0.051  C2 1.816, F4 1.321, Cl5 1.735, Br6 1.965
4 F -0.674 0.987 -1.014  C3 1.321
5 Cl 1.798 0.815 -0.280  C3 1.735
6 Br -0.465 1.279 1.671  C3 1.965

Values from the calculation:
Strongest force on any atom in hartree/bohr: 0.1280
Electronic energy in eV: -88844.1773
Energy above the lowest of the compared OMol25 structures with the same formula, charge and spin in kJ/mol: 92.1
SMILES: N#C[C@](F)(Cl)Br
M in g/mol: 172.38
E_HOMO in eV: -11.6